No. 1
ORCA calculation (ωB97M-V with the def2-TZVPD basis set) on a 6-piece molecular cluster, C29H67F3N3O7 overall.

Properties
HOMO-LUMO gap = 0.265 hartree
Charge = +1
E_tot = -2135.3555 Eh

Each line ends with the Mulliken charge.
Geometry (Å):
N (1.231, -2.473, 1.295)  0.00
C (0.429, -2.283, 0.309)  -0.08
N (0.426, -2.976, -0.884)  -0.24
C (0.087, -1.891, -1.870)  0.18
C (1.116, -1.784, -3.011)  -1.15
C (2.080, -0.617, -2.848)  -1.02
C (3.127, -0.914, -1.741)  -0.33
C (3.200, 0.164, -0.690)  -0.61
O (3.013, 1.420, -1.266)  -0.57
C (-0.140, -0.639, -0.990)  1.68
C (-1.194, 0.292, -1.553)  -0.98
O (-2.476, -0.314, -1.315)  -0.39
C (-3.382, 0.450, -0.646)  0.73
F (-4.379, -0.336, -0.314)  -0.28
F (-2.901, 0.977, 0.465)  -0.07
F (-3.852, 1.416, -1.392)  -0.26
N (-0.547, -1.253, 0.295)  -0.32
H (2.210, -2.696, 1.157)  0.34
H (0.925, -2.346, 2.252)  0.29
H (-0.372, -3.607, -0.778)  0.16
H (-0.806, -2.274, -2.360)  0.36
H (1.678, -2.703, -3.082)  0.24
H (0.616, -1.660, -3.965)  0.52
H (2.632, -0.521, -3.770)  0.53
H (1.563, 0.315, -2.676)  0.48
H (4.094, -1.024, -2.204)  0.42
H (2.865, -1.845, -1.250)  0.14
H (4.159, 0.130, -0.177)  0.50
H (2.453, -0.007, 0.093)  0.16
H (2.956, 2.075, -0.560)  0.30
H (0.754, -0.077, -0.772)  -0.72
H (-1.048, 0.339, -2.625)  0.55
H (-1.105, 1.292, -1.158)  0.06
H (-1.425, -1.762, 0.185)  0.30
C (-4.685, -5.896, -0.279)  -1.15
C (-3.325, -5.529, -0.842)  -0.36
O (-2.378, -5.142, 0.149)  -0.30
C (-2.071, -6.116, 1.140)  -0.36
C (-1.488, -7.401, 0.579)  -1.12
H (-5.100, -5.064, 0.292)  0.31
H (-5.371, -6.142, -1.088)  0.40
H (-4.634, -6.759, 0.386)  0.28
H (-3.433, -4.668, -1.503)  0.30
H (-2.924, -6.343, -1.452)  0.37
H (-2.953, -6.323, 1.751)  0.35
H (-1.338, -5.648, 1.800)  0.32
H (-2.186, -7.913, -0.083)  0.28
H (-1.237, -8.084, 1.391)  0.40
H (-0.583, -7.194, 0.006)  0.30
C (7.287, -3.444, -4.341)  -1.12
C (6.725, -3.442, -2.931)  -0.33
O (5.325, -3.665, -2.868)  -0.29
C (4.862, -4.895, -3.399)  -0.29
C (5.444, -6.121, -2.716)  -1.12
H (6.788, -2.690, -4.952)  0.30
H (8.355, -3.226, -4.320)  0.40
H (7.155, -4.408, -4.834)  0.27
H (6.889, -2.462, -2.482)  0.32
H (7.254, -4.165, -2.301)  0.33
H (5.039, -4.933, -4.479)  0.32
H (3.779, -4.888, -3.261)  0.25
H (6.526, -6.180, -2.831)  0.28
H (5.014, -7.028, -3.142)  0.40
H (5.226, -6.102, -1.647)  0.30
C (2.421, 5.806, 1.608)  -1.14
C (2.595, 4.751, 0.532)  -0.33
O (2.031, 3.482, 0.870)  -0.43
C (0.637, 3.469, 1.122)  -0.26
C (-0.206, 3.927, -0.060)  -0.43
H (2.862, 5.469, 2.547)  0.31
H (2.907, 6.733, 1.306)  0.42
H (1.370, 6.029, 1.798)  0.22
H (3.659, 4.571, 0.375)  0.40
H (2.194, 5.102, -0.424)  0.37
H (0.408, 4.058, 2.015)  0.31
H (0.382, 2.434, 1.360)  0.04
H (-0.002, 4.960, -0.339)  0.46
H (-1.268, 3.856, 0.185)  -0.23
H (-0.004, 3.307, -0.936)  0.27
C (-4.589, 8.063, -0.351)  -1.08
C (-3.349, 7.292, -0.769)  -0.32
O (-2.845, 6.423, 0.233)  -0.39
C (-3.722, 5.406, 0.677)  -0.44
C (-4.168, 4.452, -0.419)  -0.94
H (-4.389, 8.647, 0.548)  0.29
H (-4.897, 8.740, -1.148)  0.40
H (-5.429, 7.401, -0.134)  0.27
H (-2.544, 7.996, -0.980)  0.34
H (-3.531, 6.739, -1.697)  0.31
H (-4.587, 5.842, 1.187)  0.41
H (-3.166, 4.849, 1.434)  0.23
H (-4.736, 4.957, -1.200)  0.37
H (-4.800, 3.668, 0.000)  0.38
H (-3.301, 3.987, -0.892)  0.26
C (-1.550, 2.715, 6.773)  -1.05
C (-1.077, 1.376, 6.236)  -0.21
O (-2.083, 0.634, 5.567)  -0.44
C (-2.665, 1.249, 4.434)  -0.76
C (-1.670, 1.565, 3.329)  -0.50
H (-2.390, 2.576, 7.455)  0.30
H (-0.742, 3.212, 7.310)  0.39
H (-1.879, 3.384, 5.976)  0.26
H (-0.754, 0.750, 7.067)  0.36
H (-0.203, 1.507, 5.586)  0.23
H (-3.216, 2.148, 4.727)  0.36
H (-3.405, 0.541, 4.059)  0.33
H (-0.910, 2.276, 3.654)  0.24
H (-2.184, 1.995, 2.472)  0.24
H (-1.156, 0.655, 3.010)  0.26

***

No. 2
ORCA calculation (ωB97M-V with the def2-TZVPD basis set) on C28H47BrN2OP2Ti as an isolated structure.

Properties
Multiplicity = 3
HOMO-LUMO gap (alpha / beta) = 0.253 / 0.097 hartree
Charge = +2
E_tot = -5385.3799 Eh
ΔE to the lowest compared entry with this formula, charge and spin = 0.0 kJ/mol
<S²> = 2.022

Each line ends with the Mulliken spin population.
Geometry (Å):
N (-2.978, -6.145, 3.826)  -0.01
C (-3.171, -4.925, 4.319)  0.00
C (-2.980, -3.769, 3.559)  0.00
C (-2.523, -3.896, 2.220)  -0.02
C (-2.416, -5.193, 1.700)  0.00
C (-2.645, -6.293, 2.556)  0.01
C (-2.257, -2.653, 1.433)  0.12
Ti (-0.659, -1.889, 0.395)  0.90
P (0.479, 0.450, -3.275)  0.64
C (-2.444, -2.554, -0.011)  -0.06
C (-2.842, -1.283, -0.691)  -0.01
C (-2.977, -1.319, -2.101)  0.02
C (-3.873, -0.506, -2.782)  0.01
C (-4.533, 0.523, -2.081)  0.01
C (-4.280, 0.706, -0.707)  0.01
C (-3.461, -0.198, -0.005)  -0.01
Br (-5.890, 1.468, -2.920)  0.00
H (-2.562, -1.810, 2.068)  0.02
H (-2.616, -3.471, -0.592)  -0.04
H (-3.260, -2.828, 4.029)  0.00
H (-2.237, -5.411, 0.650)  0.00
H (-3.488, -4.866, 5.362)  0.00
H (-2.544, -7.301, 2.152)  0.00
H (-2.387, -2.067, -2.628)  -0.02
H (-3.363, -0.134, 1.090)  0.00
H (-4.094, -0.693, -3.830)  0.00
H (-4.805, 1.505, -0.180)  0.00
P (1.709, -2.731, -0.206)  0.06
C (-0.780, 1.515, -4.092)  0.05
C (-0.605, 1.669, -5.608)  0.01
H (-0.670, 2.502, -3.623)  -0.01
H (-1.795, 1.147, -3.862)  0.04
H (-1.478, 2.211, -5.994)  0.00
H (0.282, 2.263, -5.864)  0.00
H (-0.541, 0.709, -6.132)  0.00
C (-0.231, -1.202, -3.709)  0.07
C (0.379, -1.775, -4.996)  0.03
H (-1.312, -1.084, -3.842)  0.01
H (-0.060, -1.862, -2.843)  0.01
H (0.255, -2.865, -5.018)  0.00
H (-0.122, -1.362, -5.882)  0.00
H (1.452, -1.552, -5.065)  -0.01
C (0.501, 1.196, -1.578)  0.12
C (1.289, 2.514, -1.633)  0.03
H (1.001, 0.467, -0.915)  -0.04
H (-0.525, 1.331, -1.196)  0.02
H (1.805, 2.713, -0.692)  0.00
H (2.057, 2.495, -2.415)  -0.01
H (0.637, 3.372, -1.822)  0.00
C (2.887, -1.384, 0.194)  0.01
C (4.358, -1.698, 0.491)  0.00
H (2.471, -0.886, 1.083)  0.00
H (2.823, -0.656, -0.627)  0.01
H (4.487, -2.267, 1.422)  0.00
H (4.844, -2.231, -0.335)  0.00
H (4.899, -0.749, 0.625)  0.00
C (1.984, -3.451, -1.879)  -0.03
C (1.372, -4.844, -2.101)  0.00
H (3.062, -3.449, -2.112)  0.00
H (1.524, -2.755, -2.598)  0.02
H (1.917, -5.621, -1.545)  0.00
H (0.308, -4.886, -1.805)  0.00
H (1.422, -5.118, -3.168)  0.00
C (2.144, -4.059, 1.014)  -0.02
C (1.027, -4.101, 2.067)  -0.04
H (3.132, -3.858, 1.476)  0.00
H (2.204, -5.013, 0.456)  0.00
H (0.892, -5.126, 2.452)  0.00
H (1.259, -3.453, 2.935)  0.00
H (0.037, -3.766, 1.644)  0.05
C (0.026, 0.691, 4.374)  0.00
N (-0.141, 1.299, 3.048)  0.00
C (-0.076, 2.756, 2.946)  0.00
C (-0.286, 0.598, 1.935)  0.05
O (-0.317, -0.686, 1.936)  -0.01
H (0.212, 1.506, 5.079)  0.00
H (0.863, -0.013, 4.389)  0.00
H (-0.873, 0.152, 4.693)  0.00
H (0.800, 3.042, 2.328)  0.00
H (-0.971, 3.141, 2.427)  0.00
H (-0.006, 3.181, 3.960)  0.00
H (-0.396, 1.154, 0.977)  0.00

***

No. 3
ORCA calculation (ωB97M-V with the def2-TZVPD basis set) on a 5-piece molecular cluster, C11H28O9 overall.

Properties
HOMO-LUMO gap = 0.393 hartree
E_tot = -1113.0389 Eh
SMILES string = CCOC(=O)OC.CCOC(=O)OC.CO.CO.CO

Each line ends with the natural charge from an NBO analysis.
Geometry (Å):
C (1.249, -1.832, 2.635)  -0.62
C (0.693, -3.214, 2.858)  -0.07
O (1.028, -3.573, 4.212)  -0.50
C (0.625, -4.794, 4.576)  0.98
O (-0.167, -5.477, 3.988)  -0.64
O (1.234, -5.103, 5.724)  -0.49
C (0.944, -6.403, 6.220)  -0.26
H (2.325, -1.860, 2.800)  0.21
H (0.735, -1.132, 3.287)  0.22
H (1.088, -1.530, 1.599)  0.21
H (1.144, -3.932, 2.173)  0.18
H (-0.388, -3.211, 2.723)  0.19
H (1.083, -7.136, 5.429)  0.20
H (-0.071, -6.499, 6.617)  0.19
H (1.592, -6.575, 7.076)  0.20
C (-0.881, 1.939, 0.428)  -0.63
C (-0.782, 3.430, 0.186)  -0.08
O (-0.603, 3.720, -1.187)  -0.49
C (0.517, 4.336, -1.551)  0.99
O (1.395, 4.706, -0.825)  -0.64
O (0.502, 4.476, -2.875)  -0.50
C (1.613, 5.158, -3.431)  -0.26
H (-0.832, 1.659, 1.475)  0.22
H (-0.087, 1.514, -0.186)  0.22
H (-1.819, 1.561, 0.032)  0.21
H (-0.020, 3.918, 0.802)  0.21
H (-1.659, 3.964, 0.581)  0.18
H (1.348, 5.371, -4.465)  0.19
H (2.494, 4.517, -3.426)  0.19
H (1.801, 6.101, -2.926)  0.20
C (1.805, 1.619, -5.335)  -0.25
O (1.263, 0.448, -4.755)  -0.74
H (2.800, 1.837, -4.942)  0.17
H (1.803, 1.578, -6.425)  0.17
H (1.153, 2.452, -5.061)  0.18
H (1.440, -0.321, -5.301)  0.47
C (-0.269, -1.231, -1.558)  -0.25
O (-0.807, -0.033, -2.078)  -0.75
H (0.359, -1.726, -2.306)  0.17
H (0.400, -1.040, -0.709)  0.15
H (-1.054, -1.915, -1.245)  0.18
H (-0.189, 0.338, -2.716)  0.49
C (-4.430, 0.866, -0.315)  -0.25
O (-3.584, -0.228, 0.018)  -0.73
H (-5.449, 0.591, -0.057)  0.18
H (-4.136, 1.800, 0.175)  0.16
H (-4.401, 1.055, -1.394)  0.17
H (-2.803, -0.191, -0.544)  0.48